Record 1
{
  "formula": "CH5INP",
  "method": "ωB97M-V with the def2-TZVPD basis set",
  "orbital_gap_ha": [0.2379, 0.2415],
  "max_force_ev_per_a": 4.3,
  "homo_energy_ev": [-6.88, -9.54],
  "relative_energy_kj_mol": 308.4,
  "spin_multiplicity": 3,
  "elements": ["C", "N", "P", "I", "H", "H", "H", "H", "H"],
  "coordinates": [[0.1991, 1.2041, 0.7206], [0.5364, -1.6296, -1.3328], [0.1731, -1.8257, 0.1463], [-0.6036, -1.2947, -2.9325], [0.6920, 0.2026, 0.7653], [0.6888, 2.0735, 1.1670], [-0.7211, 1.0221, 1.3175], [0.0870, 1.4586, -0.3171], [-1.0519, -1.2110, 0.4656]],
  "lowdin_spin": [0.06, 0.71, 0.82, 0.21, 0.03, 0.00, 0.00, 0.00, 0.16]
}

***

Record 2
{
  "formula": "CH5ISSi",
  "method": "ωB97M-V with the def2-TZVPD basis set",
  "orbital_gap_ha": 0.2887,
  "smiles": "[SiH3]CSI",
  "max_force_ev_per_a": 2.7,
  "homo_energy_ev": -8.71,
  "relative_energy_kj_mol": 0.0,
  "elements": ["Si", "C", "S", "I", "H", "H", "H", "H", "H"],
  "coordinates": [[0.6110, 0.1635, -0.8244], [-0.9382, -0.3494, 0.0745], [-1.1423, 0.0642, 1.7995], [1.0607, 0.7652, 2.6059], [1.4066, 1.5016, -0.4248], [0.1541, 0.0911, -2.2220], [1.6114, -0.8598, -0.6317], [-1.9459, 0.0668, -0.4181], [-0.8174, -1.4432, 0.0412]],
  "mulliken_charge": [0.42, -0.52, -0.14, 0.00, -0.09, -0.14, -0.10, 0.27, 0.29]
}

***

Record 3
{
  "formula": "CH5LuO2",
  "method": "ωB97M-V with the def2-TZVPD basis set",
  "orbital_gap_ha": [0.2786, 0.2312],
  "charge": 1,
  "max_force_ev_per_a": 5.0,
  "homo_energy_ev": [-13.07, -13.36],
  "spin_multiplicity": 2,
  "elements": ["O", "Lu", "H", "C", "H", "H", "H", "O", "H"],
  "coordinates": [[1.8680, -1.1726, -0.8311], [0.8764, -3.1276, -0.1435], [2.2058, -0.7472, -1.6250], [-1.0725, 1.0214, 0.6713], [-0.3732, 1.8716, 0.7173], [-2.0692, 1.3807, 0.3848], [-1.1523, 0.5867, 1.6801], [-0.6731, 0.0622, -0.2826], [0.3902, 0.1248, -0.5714]],
  "lowdin_spin": [0.12, 0.83, 0.00, 0.00, 0.00, 0.00, 0.00, 0.04, 0.00]
}

***

Record 4
{
  "formula": "CH5N2O",
  "method": "ωB97M-V with the def2-TZVPD basis set",
  "orbital_gap_ha": 0.2717,
  "charge": -1,
  "max_force_ev_per_a": 2.5,
  "homo_energy_ev": -2.76,
  "relative_energy_kj_mol": 40.4,
  "elements": ["O", "H", "N", "C", "N", "H", "H", "H", "H"],
  "coordinates": [[-0.2824, 1.6246, -2.2425], [0.4832, 2.1422, -1.9701], [-0.5554, -0.3158, -0.1557], [0.1269, -0.5903, 0.9311], [-0.1171, -1.5274, 1.8257], [-0.8884, -1.0710, -0.7142], [-0.3063, 1.0110, -1.4477], [0.9444, 0.0783, 1.2303], [0.5952, -1.3517, 2.5431]],
  "mulliken_charge": [-0.79, 0.31, -0.77, 0.04, -0.82, 0.14, 0.45, 0.23, 0.21]
}

***

Record 5
{
  "formula": "CH5N2O",
  "method": "ωB97M-V with the def2-TZVPD basis set",
  "orbital_gap_ha": 0.2949,
  "charge": -1,
  "max_force_ev_per_a": 1.8,
  "homo_energy_ev": -3.09,
  "relative_energy_kj_mol": 57.6,
  "elements": ["O", "H", "N", "C", "N", "H", "H", "H", "H"],
  "coordinates": [[-2.5471, 0.0031, -0.4612], [-2.6438, -0.0918, -1.4105], [-0.0865, 0.1803, -0.0939], [0.9937, -0.1210, 0.5812], [2.2497, -0.0228, 0.1888], [0.1775, 0.8256, -0.8493], [-1.4631, 0.0599, -0.2081], [0.8068, -0.4471, 1.6225], [2.7567, -0.8187, 0.5536]],
  "mulliken_charge": [-0.87, 0.22, -0.63, -0.03, -0.84, 0.21, 0.48, 0.32, 0.14]
}

***

Record 6
{
  "formula": "CH5N2OS",
  "method": "ωB97M-V with the def2-TZVPD basis set",
  "orbital_gap_ha": 0.3118,
  "charge": -1,
  "max_force_ev_per_a": 1.4,
  "homo_energy_ev": -4.29,
  "relative_energy_kj_mol": 93.4,
  "elements": ["S", "H", "N", "C", "N", "O", "H", "H", "H", "H"],
  "coordinates": [[-0.6250, -2.1154, -1.4459], [-1.6499, -2.5870, -0.7319], [1.6670, 1.1253, 0.5908], [0.2711, 1.2556, 0.7970], [-0.4471, 0.4051, 0.0657], [-0.1318, 2.1003, 1.6042], [2.1948, 1.4160, 1.3944], [1.8936, 0.2007, 0.2532], [-0.5496, -0.7559, -0.6287], [-1.4250, 0.6744, 0.0575]],
  "mulliken_charge": [-0.67, 0.05, -0.47, 0.38, -0.44, -0.72, 0.23, 0.23, 0.24, 0.19]
}

***

Record 7
{
  "formula": "CH5N2S",
  "method": "ωB97M-V with the def2-TZVPD basis set",
  "orbital_gap_ha": 0.3472,
  "smiles": "[NH2+]=CNS",
  "charge": 1,
  "max_force_ev_per_a": 4.2,
  "homo_energy_ev": -14.48,
  "relative_energy_kj_mol": 134.0,
  "elements": ["N", "C", "N", "S", "H", "H", "H", "H", "H"],
  "coordinates": [[1.4585, 0.0629, 0.2665], [0.4901, 0.0438, -0.5889], [-0.8537, 0.0174, -0.4780], [-2.3919, -0.1684, 0.6837], [1.1690, 0.2043, 1.2691], [2.3758, -0.1691, -0.0035], [0.8678, 0.2871, -1.6711], [-1.2516, 0.1036, -1.3405], [-1.8640, -0.3815, 1.8627]],
  "mulliken_charge": [-0.27, 0.32, -0.36, 0.09, 0.25, 0.26, 0.23, 0.30, 0.18]
}

***

Record 8
{
  "formula": "CH5N3O",
  "method": "ωB97M-V with the def2-TZVPD basis set",
  "orbital_gap_ha": [0.3344, 0.3407],
  "max_force_ev_per_a": 3.1,
  "homo_energy_ev": [-9.49, -10.00],
  "relative_energy_kj_mol": 501.3,
  "elements": ["C", "N", "N", "N", "O", "H", "H", "H", "H", "H"],
  "coordinates": [[-0.5062, 1.4933, 0.1622], [-0.0201, -0.5462, -0.8519], [0.7870, -1.3287, 0.8678], [-0.3696, 0.6522, -1.0691], [-0.0921, -1.4902, -1.5545], [0.3243, 1.2352, 0.7423], [-0.4053, 2.5655, -0.0265], [-1.5231, 1.1650, 0.6257], [1.6060, -1.6190, 0.2659], [0.1991, -2.1272, 0.8382]],
  "mulliken_charge": [-0.56, 0.79, -0.51, -0.59, -0.50, 0.30, 0.29, 0.22, 0.28, 0.27]
}

***

Record 9
{
  "formula": "CH5N3O",
  "method": "ωB97M-V with the def2-TZVPD basis set",
  "orbital_gap_ha": 0.3436,
  "smiles": "N/N=C/NO",
  "max_force_ev_per_a": 6.5,
  "homo_energy_ev": -8.50,
  "relative_energy_kj_mol": 360.6,
  "elements": ["N", "N", "C", "N", "O", "H", "H", "H", "H", "H"],
  "coordinates": [[2.0733, -0.3228, 0.1412], [0.6975, -0.5321, 0.1795], [-0.0480, 0.4896, 0.1265], [-1.4507, 0.4274, 0.2404], [-1.9882, -0.8106, -0.1379], [2.3625, -1.1953, -0.3956], [2.3442, 0.5327, -0.3808], [0.2540, 1.5025, -0.1129], [-1.7526, 1.0004, -0.5573], [-2.4919, -1.0919, 0.8969]],
  "mulliken_charge": [-0.53, -0.19, 0.02, -0.31, -0.43, 0.28, 0.23, 0.29, 0.27, 0.38]
}

***

Record 10
{
  "formula": "CH5N3O",
  "method": "ωB97M-V with the def2-TZVPD basis set",
  "orbital_gap_ha": 0.3293,
  "max_force_ev_per_a": 8.3,
  "homo_energy_ev": -8.78,
  "relative_energy_kj_mol": 312.7,
  "elements": ["C", "H", "H", "H", "H", "H", "N", "N", "N", "O"],
  "coordinates": [[-0.2042, 0.3622, -0.2651], [1.5720, -0.6165, -0.5991], [0.4573, -0.3378, -1.9978], [-1.3511, 1.0993, -1.7687], [-0.7402, 0.4804, 1.8690], [-0.0595, -1.5058, 1.9269], [0.8521, -0.0259, -1.0327], [-1.3155, 0.9604, -0.6839], [0.0556, 0.3645, 1.1927], [0.7334, -0.7809, 1.3587]],
  "mulliken_charge": [0.48, 0.27, 0.25, 0.20, 0.30, 0.33, -0.46, -0.65, -0.25, -0.47]
}

***

Record 11
{
  "formula": "CH5N3O2S",
  "method": "ωB97M-V with the def2-TZVPD basis set",
  "orbital_gap_ha": 0.3429,
  "max_force_ev_per_a": 2.8,
  "homo_energy_ev": -8.66,
  "relative_energy_kj_mol": 284.9,
  "elements": ["C", "N", "N", "N", "O", "O", "S", "H", "H", "H", "H", "H"],
  "coordinates": [[0.4643, -1.9374, -3.0628], [0.7424, -1.5050, -1.9095], [1.1017, -0.9945, -0.9771], [-0.1894, 0.3392, 1.8698], [-1.4813, 2.4480, 1.3634], [1.0115, 2.5254, 1.9504], [-0.2298, 2.0351, 2.4496], [0.7362, -2.9395, -3.3388], [-0.1559, -1.2711, -3.6145], [-1.6720, 1.5920, 0.8015], [-1.0039, -0.1909, 2.3159], [0.6762, -0.1012, 2.1520]],
  "mulliken_charge": [-0.40, 0.41, -0.48, -0.64, -0.52, -0.48, 0.69, 0.23, 0.23, 0.38, 0.28, 0.28]
}

***

Record 12
{
  "formula": "CH5N3O3P",
  "method": "ωB97M-V with the def2-TZVPD basis set",
  "orbital_gap_ha": [0.2823, 0.2267],
  "charge": -1,
  "max_force_ev_per_a": 5.1,
  "homo_energy_ev": [-3.60, -2.05],
  "relative_energy_kj_mol": 353.4,
  "elements": ["C", "N", "N", "N", "O", "O", "O", "P", "H", "H", "H", "H", "H"],
  "coordinates": [[0.9274, 0.0214, -0.2577], [-0.5583, 1.3962, 2.6532], [1.2183, 1.1696, -0.9219], [-0.6778, 0.6866, 1.7133], [-0.3087, -2.2433, 0.0436], [-1.7273, -0.1584, -0.5592], [-0.3036, -1.3535, -2.2883], [-0.4965, -0.9571, -0.8674], [1.8678, 1.6931, -0.5105], [0.4953, 1.5004, -1.6040], [-0.4839, -1.9128, 0.9385], [-1.6443, 0.4150, 1.1759], [1.6916, -0.2570, 0.4845]],
  "mulliken_charge": [-0.24, -0.66, -0.39, 0.24, -0.54, -0.74, -0.74, 0.66, 0.19, 0.20, 0.34, 0.29, 0.37]
}

***

Record 13
{
  "formula": "CH5N3OS",
  "method": "ωB97M-V with the def2-TZVPD basis set",
  "orbital_gap_ha": 0.3642,
  "smiles": "[H]/N=C(\\NO)NS",
  "max_force_ev_per_a": 4.3,
  "homo_energy_ev": -9.31,
  "relative_energy_kj_mol": 250.7,
  "elements": ["H", "N", "C", "N", "O", "N", "S", "H", "H", "H", "H"],
  "coordinates": [[-0.2387, 2.2664, -0.4586], [0.4641, 1.6141, -0.2333], [0.1036, 0.4214, 0.0548], [-1.3084, 0.0572, 0.4046], [-1.6143, -1.2429, -0.2372], [0.7780, -0.8671, 0.0276], [2.4523, -0.5402, -0.1133], [-2.0445, 0.5234, 0.0119], [-1.5789, -1.1068, -1.2013], [0.4553, -1.4842, 0.7722], [2.5316, 0.3588, 0.9726]],
  "mulliken_charge": [0.23, -0.60, 0.50, -0.29, -0.43, -0.27, -0.18, 0.29, 0.32, 0.28, 0.15]
}

***

Record 14
{
  "formula": "CH5N3OS",
  "method": "ωB97M-V with the def2-TZVPD basis set",
  "orbital_gap_ha": [0.2956, 0.3094],
  "max_force_ev_per_a": 4.0,
  "homo_energy_ev": [-9.84, -9.03],
  "relative_energy_kj_mol": 440.5,
  "elements": ["C", "N", "N", "N", "O", "S", "H", "H", "H", "H", "H"],
  "coordinates": [[-1.0740, 0.5477, 0.1565], [-1.2024, -0.5815, -0.7087], [0.2588, 1.0283, 0.1849], [1.0795, -1.5843, 0.2655], [2.5492, 0.2591, -0.7546], [1.6556, -0.1155, 0.3554], [-1.7263, 1.3706, -0.3427], [-1.6148, 0.3840, 1.1039], [-2.1122, -0.9297, -0.8434], [0.5760, 1.7174, 0.9994], [1.6107, -2.0961, -0.4163]],
  "mulliken_charge": [-0.22, -0.46, -0.37, -0.47, -0.55, 0.62, 0.30, 0.33, 0.23, 0.31, 0.28]
}

***

Record 15
{
  "formula": "CH5N3OS2",
  "method": "ωB97M-V with the def2-TZVPD basis set",
  "orbital_gap_ha": 0.3533,
  "smiles": "ON=C(NS)NS",
  "max_force_ev_per_a": 1.2,
  "homo_energy_ev": -9.19,
  "relative_energy_kj_mol": 0.6,
  "elements": ["O", "N", "C", "N", "S", "N", "S", "H", "H", "H", "H", "H"],
  "coordinates": [[-2.4310, -0.5871, 1.0976], [-1.8223, -0.4733, -0.1159], [-0.6106, -0.1163, -0.1077], [0.1152, -0.1335, -1.3120], [0.8657, 1.3367, -1.7877], [0.0801, 0.2633, 1.0903], [1.3345, -0.8045, 1.6005], [-1.7551, -0.2898, 1.7745], [-0.4599, -0.5290, -2.0454], [2.1460, 0.9035, -1.7719], [0.4039, 1.2278, 1.0757], [2.1336, -0.7978, 0.5020]],
  "mulliken_charge": [-0.33, -0.35, 0.39, -0.24, -0.16, -0.45, -0.14, 0.39, 0.33, 0.14, 0.31, 0.13]
}

***

Record 16
{
  "formula": "CH5N3S",
  "method": "ωB97M-V with the def2-TZVPD basis set",
  "orbital_gap_ha": 0.3502,
  "smiles": "N/N=C\\NS",
  "max_force_ev_per_a": 4.7,
  "homo_energy_ev": -8.78,
  "relative_energy_kj_mol": 244.3,
  "elements": ["N", "N", "C", "N", "S", "H", "H", "H", "H", "H"],
  "coordinates": [[-0.6268, 1.3026, -0.7136], [-1.2931, 0.1560, -0.3996], [-0.5012, -0.7667, -0.3013], [0.8825, -0.7795, -0.2538], [1.5839, 0.0291, 0.9545], [-1.1452, 2.1154, -0.4730], [0.4198, 1.4664, -0.3351], [-0.8039, -1.7756, -0.0306], [1.0869, -1.7472, -0.2987], [0.3969, -0.0003, 1.8511]],
  "mulliken_charge": [-0.36, -0.32, -0.01, -0.35, -0.24, 0.24, 0.24, 0.28, 0.34, 0.18]
}

***

Record 17
{
  "formula": "CH5N3S",
  "method": "ωB97M-V with the def2-TZVPD basis set",
  "orbital_gap_ha": 0.3382,
  "max_force_ev_per_a": 6.0,
  "homo_energy_ev": -8.77,
  "relative_energy_kj_mol": 251.1,
  "elements": ["C", "H", "H", "H", "H", "H", "N", "N", "N", "S"],
  "coordinates": [[-0.1210, -0.8050, -0.4726], [-0.0824, -2.8020, -1.2448], [0.6220, -1.4617, -2.4323], [-0.6810, -2.3311, 0.9675], [1.1890, 0.7920, -0.8611], [0.7480, 0.9647, 1.9275], [0.4744, -1.6276, -1.4271], [-0.6531, -1.1919, 0.6497], [0.2308, 0.5193, -0.5230], [-0.0897, 1.6106, 0.8488]],
  "mulliken_charge": [0.60, 0.29, 0.25, 0.20, 0.31, 0.15, -0.54, -0.66, -0.44, -0.16]
}

***

Record 18
{
  "formula": "CH5N3S",
  "method": "ωB97M-V with the def2-TZVPD basis set",
  "orbital_gap_ha": 0.3576,
  "smiles": "[H]/N=C(\\N)NS",
  "max_force_ev_per_a": 1.7,
  "homo_energy_ev": -9.12,
  "relative_energy_kj_mol": 19.3,
  "elements": ["H", "N", "C", "N", "N", "S", "H", "H", "H", "H"],
  "coordinates": [[0.9735, -2.0529, -0.8040], [0.2747, -1.3712, -0.5444], [0.8204, -0.3303, -0.0859], [2.2147, -0.1400, 0.0855], [0.0061, 0.7494, 0.2746], [-1.6653, 0.5640, -0.0197], [2.5481, -0.8406, 0.6818], [2.4833, 0.7595, 0.4933], [0.2208, 1.0110, 1.2192], [-1.9715, -0.5865, 0.5305]],
  "mulliken_charge": [0.22, -0.61, 0.62, -0.56, -0.40, -0.15, 0.24, 0.25, 0.27, 0.13]
}

***

Record 19
{
  "formula": "CH5N3S",
  "method": "ωB97M-V with the def2-TZVPD basis set",
  "orbital_gap_ha": [0.2550, 0.2634],
  "max_force_ev_per_a": 5.6,
  "homo_energy_ev": [-5.88, -8.72],
  "relative_energy_kj_mol": 0.0,
  "spin_multiplicity": 3,
  "elements": ["C", "N", "N", "N", "S", "H", "H", "H", "H", "H"],
  "coordinates": [[1.7409, 0.9512, -0.0067], [-2.1990, -0.6583, -0.0578], [-0.9227, -0.2128, -0.1223], [-0.0187, -1.1585, -0.0946], [1.5459, -0.8024, 0.1267], [2.7554, 1.1359, 0.2013], [0.9012, 1.3638, 0.4545], [1.5385, 1.1873, -1.0010], [-2.8491, -0.1376, 0.4823], [-2.4925, -1.6686, 0.0176]],
  "lowdin_spin": [0.05, 0.32, 0.61, 0.54, 0.43, 0.00, 0.01, 0.01, 0.02, 0.01]
}

***

Record 20
{
  "formula": "CH5N4",
  "method": "ωB97M-V with the def2-TZVPD basis set",
  "orbital_gap_ha": 0.3943,
  "smiles": "N1NC12N[NH2+]2",
  "charge": 1,
  "max_force_ev_per_a": 3.7,
  "homo_energy_ev": -15.34,
  "relative_energy_kj_mol": 360.5,
  "elements": ["N", "N", "C", "N", "N", "H", "H", "H", "H", "H"],
  "coordinates": [[1.4739, 0.4873, -0.6494], [1.4564, -0.2375, 0.6325], [0.3375, 0.3682, 0.0748], [-0.8725, 1.0519, 0.2855], [-0.9165, -0.3129, -0.4164], [1.4652, -0.1137, -1.5021], [2.0333, 0.2835, 1.2422], [-1.1946, 1.2407, 1.2850], [-1.1493, -0.3753, -1.4534], [-1.1554, -1.3221, 0.0647]],
  "mulliken_charge": [-0.40, -0.34, 0.59, -0.27, -0.21, 0.27, 0.29, 0.34, 0.35, 0.38]
}